[1]
Below is a molecular structure, C5F7IrNO5S6, with properties calculated with ωB97M-V with the def2-TZVPD basis set.

XYZ file:
```
25
C5F7IrNO5S6, DFT ωB97M-V with the def2-TZVPD basis set
Ir 0.313 -0.894 -1.506
O 5.507 3.271 -0.899
C 4.589 2.533 -1.060
S 2.890 3.080 -1.141
C 2.197 1.505 -1.360
C 3.068 0.415 -1.355
S 2.551 -1.188 -1.590
S 4.755 0.757 -1.153
S 0.526 1.343 -1.625
F -2.970 1.482 -0.190
C -3.714 0.390 -0.077
F -4.236 0.331 1.139
F -4.684 0.426 -0.979
S -2.688 -1.124 -0.381
O -1.849 -0.691 -1.507
O -3.594 -2.192 -0.584
N -1.820 -1.355 0.915
S -0.701 -0.389 1.408
O 0.490 -0.430 0.502
O -1.064 0.908 1.864
C -0.038 -1.331 2.849
F 0.232 -2.578 2.501
F -0.933 -1.315 3.825
F 1.069 -0.727 3.249
F 0.102 -2.228 -2.846
```

Calculated values
LUMO (spin up / spin down), Eh: -0.06655 / -0.11683
ΔE to the lowest compared entry with this formula, charge and spin, eV: 0.3268
E_HOMO (spin up / spin down), eV: -8.80 / -9.68
Orbital gap (spin up / spin down), Ha: 0.257 / 0.239
Multiplicity: 2

---

[2]
Below is 2 unconnected molecules or ions with the total composition C4H7N3 at a distorted geometry, with properties calculated with ωB97M-V with the def2-TZVPD basis set.

XYZ file:
```
14
C4H7N3, DFT ωB97M-V with the def2-TZVPD basis set
H 2.322 -1.654 -0.056
N 3.095 -1.086 -0.283
N 2.750 0.114 -0.151
H 3.599 0.727 -0.361
C -2.083 -0.512 -0.245
C -1.723 0.742 -0.918
C -0.616 1.102 -0.267
N -0.238 0.253 0.718
C -1.137 -0.784 0.678
H -2.808 -1.271 -0.510
H -2.393 1.458 -1.384
H -0.133 2.059 -0.139
H 0.534 0.386 1.358
H -1.169 -1.535 1.560
```

Calculated values
LUMO, Eh: 0.01898
ΔE to the lowest compared entry with this formula, charge and spin, eV: 2.5979
E_HOMO, eV: -8.43
Orbital gap, Ha: 0.329
Structure (SMILES): [H]/N=N/[H].c1cc[nH]c1

---

[3]
Below is 2 unconnected molecules or ions with the total composition C2HNOS at a distorted geometry, with properties calculated with ωB97M-V with the def2-TZVPD basis set.

XYZ file:
```
6
C2HNOS, DFT ωB97M-V with the def2-TZVPD basis set
O 1.321 -0.212 2.163
C 1.982 0.179 1.277
S 2.529 0.751 -0.021
C -1.910 -0.255 -1.186
N -2.967 0.109 -0.808
H -0.954 -0.572 -1.426
```

Calculated values
LUMO, Eh: 0.00843
ΔE to the lowest compared entry with this formula, charge and spin, eV: 0.2935
E_HOMO, eV: -11.11
Orbital gap, Ha: 0.417
Structure (SMILES): O=C=S.C#N

---

[4]
Below is a molecular structure, C34H40Cl3N9O9TeZr at a distorted geometry, with properties calculated with ωB97M-V with the def2-TZVPD basis set.

XYZ file:
```
97
C34H40Cl3N9O9TeZr, DFT ωB97M-V with the def2-TZVPD basis set
Zr 0.128 0.088 0.301
C -3.298 3.806 3.194
N -2.055 3.058 3.109
C -0.895 3.529 3.853
C -1.914 1.979 2.305
N -0.791 1.403 2.042
N -3.101 1.461 1.806
C -3.216 0.873 0.558
N -4.503 0.520 0.233
N -2.200 0.744 -0.197
H -3.074 4.799 3.571
H -4.022 3.348 3.877
H -3.755 3.928 2.212
H -1.209 4.335 4.508
H -0.111 3.899 3.186
H -0.481 2.726 4.462
H 0.015 1.932 2.378
H -3.955 1.763 2.246
H -5.129 0.368 1.009
H -4.554 -0.224 -0.449
H -2.437 0.323 -1.090
O 1.557 2.417 -4.952
C 2.352 1.362 -4.825
O 3.005 0.948 -5.745
C 2.384 0.690 -3.485
C 3.178 -0.396 -3.161
Cl 4.246 -1.207 -4.200
N 2.922 -0.773 -1.872
N 1.932 0.017 -1.384
C 1.615 0.881 -2.325
C 0.633 1.947 -1.937
O 0.276 2.807 -2.724
O 0.251 1.877 -0.698
C 3.624 -1.696 -0.994
C 4.764 -2.381 -1.394
C 5.430 -3.197 -0.489
C 4.990 -3.328 0.818
C 3.864 -2.627 1.214
C 3.187 -1.824 0.313
H 1.051 2.615 -4.120
H 5.169 -2.297 -2.384
H 6.315 -3.721 -0.822
H 5.527 -3.950 1.521
H 3.511 -2.666 2.236
H 2.348 -1.270 0.690
C 6.049 -1.633 5.545
C 5.197 -0.851 4.583
C 3.932 -0.411 4.937
C 3.130 0.319 4.061
C 1.821 0.828 4.585
C 3.592 0.603 2.769
Te 2.451 1.710 1.362
C 4.893 0.197 2.410
C 5.539 0.534 1.095
C 5.660 -0.525 3.320
H 5.523 -1.812 6.482
H 6.973 -1.101 5.778
H 6.332 -2.602 5.129
H 3.556 -0.627 5.931
H 1.607 0.395 5.562
H 1.000 0.595 3.910
H 1.855 1.915 4.694
H 4.824 0.553 0.279
H 6.322 -0.189 0.864
H 5.997 1.526 1.128
H 6.654 -0.842 3.022
Cl -0.291 -4.517 -2.048
C -0.731 -2.878 -2.513
Cl -0.010 -2.431 -4.073
C -0.311 -1.840 -1.492
O 0.389 -2.107 -0.496
O -0.674 -0.649 -1.700
H -1.814 -2.835 -2.619
C -4.291 -1.702 3.528
C -4.087 -3.074 2.905
C -2.663 -3.306 2.390
C -2.543 -4.723 1.790
C -1.112 -5.155 1.508
C -1.698 -3.249 3.564
O -1.867 -3.869 4.583
N -0.547 -2.498 3.378
C -0.391 -1.650 2.326
O 0.678 -0.996 2.196
N -1.328 -1.431 1.406
C -2.374 -2.290 1.275
O -3.115 -2.244 0.306
H -5.339 -1.537 3.779
H -3.978 -0.899 2.852
H -3.718 -1.594 4.451
H -4.758 -3.220 2.057
H -4.300 -3.851 3.640
H -3.136 -4.722 0.874
H -3.014 -5.411 2.495
H -0.560 -4.406 0.935
H -1.099 -6.073 0.922
H -0.565 -5.349 2.432
H 0.185 -2.541 4.076
```

Calculated values
LUMO, Eh: -0.00565
ΔE to the lowest compared entry with this formula, charge and spin, eV: 0.5366
E_HOMO, eV: -7.03
Orbital gap, Ha: 0.253

---

[5]
Below is 2 unconnected molecules or ions with the total composition C11H24BBrN2O8PS at a distorted geometry, with properties calculated with ωB97M-V with the def2-TZVPD basis set.

XYZ file:
```
49
C11H24BBrN2O8PS, DFT ωB97M-V with the def2-TZVPD basis set
C 6.284 -0.040 0.804
C 5.272 -1.165 0.854
O 3.983 -0.631 0.660
C 2.960 -1.550 1.026
P 1.282 -1.365 0.062
C 0.608 0.031 1.131
B 1.630 0.879 1.970
O 1.839 0.579 3.294
O 2.311 1.968 1.426
C -0.364 -1.489 -1.067
C -1.503 -0.558 -0.991
O -1.606 0.453 -1.601
Br -3.125 -0.955 0.143
N 2.091 -0.225 -1.157
C 1.639 0.824 -1.520
O 1.201 1.849 -1.869
S 0.605 -3.017 1.513
C -1.155 -3.236 1.692
O 1.047 -2.771 2.882
O 1.111 -4.259 0.939
H 5.937 0.800 1.398
H 6.505 0.264 -0.213
H 7.209 -0.399 1.258
H 5.473 -1.881 0.052
H 5.326 -1.658 1.829
H 2.857 -1.602 2.113
H 3.311 -2.547 0.733
H 1.697 -2.451 -0.762
H -0.010 0.750 0.590
H -0.058 -0.431 1.864
H 2.757 0.729 3.539
H 1.942 2.782 1.784
H -0.685 -2.528 -1.015
H 0.017 -1.385 -2.079
H -1.675 -3.485 0.778
H -1.241 -4.061 2.396
H -1.562 -2.357 2.177
C -5.603 4.301 -2.001
O -6.541 4.901 -2.501
N -5.342 3.000 -2.186
C -4.208 2.329 -1.564
C -6.227 2.233 -3.042
H -4.875 4.796 -1.336
H -3.549 1.920 -2.327
H -4.557 1.512 -0.931
H -3.644 3.032 -0.956
H -6.243 2.656 -4.047
H -7.245 2.256 -2.653
H -5.877 1.205 -3.086
```

Calculated values
LUMO, Eh: 0.08949
Charge: -1
E_HOMO, eV: -5.51
Orbital gap, Ha: 0.292

---

[6]
Below is a molecular structure, C41H51Cl3DyN3O6P at a distorted geometry, with properties calculated with ωB97M-V with the def2-TZVPD basis set.

XYZ file:
```
106
C41H51Cl3DyN3O6P, DFT ωB97M-V with the def2-TZVPD basis set
Dy 0.052 0.983 0.393
C 2.824 0.590 -1.867
C 1.767 1.312 -2.695
O 0.502 0.800 -2.297
C -0.577 1.281 -3.083
C -1.818 0.505 -2.662
O -2.097 0.780 -1.290
C -2.928 -0.214 -0.689
C -3.524 0.373 0.588
O -2.467 0.791 1.439
C -2.916 1.676 2.458
C -1.790 1.941 3.466
O -0.553 2.036 2.772
C 0.572 2.401 3.572
C 1.705 1.360 3.480
O 1.935 0.990 2.124
C 3.298 0.750 1.792
C 3.364 0.132 0.395
O 2.656 0.971 -0.509
H 3.830 0.859 -2.220
H 2.678 -0.492 -1.979
H 1.932 1.116 -3.763
H 1.811 2.394 -2.505
H -0.383 1.089 -4.147
H -0.722 2.361 -2.924
H -1.606 -0.563 -2.788
H -2.671 0.790 -3.293
H -2.322 -1.104 -0.457
H -3.742 -0.486 -1.373
H -4.144 -0.381 1.095
H -4.152 1.233 0.322
H -3.773 1.244 2.991
H -3.234 2.616 1.991
H -1.748 1.128 4.198
H -2.010 2.881 3.987
H 0.278 2.500 4.620
H 0.934 3.368 3.202
H 1.430 0.461 4.046
H 2.608 1.799 3.919
H 3.762 0.056 2.502
H 3.855 1.697 1.811
H 2.880 -0.854 0.396
H 4.414 0.038 0.090
N 0.378 -1.317 0.160
P 0.618 -2.723 -0.411
C -0.557 -4.083 0.054
C -0.561 -4.324 1.425
C -1.321 -5.342 1.967
C -2.121 -6.114 1.141
C -2.128 -5.877 -0.223
C -1.335 -4.883 -0.772
C 2.140 -3.692 0.014
C 3.011 -3.325 1.028
C 4.135 -4.089 1.297
C 4.382 -5.236 0.564
C 3.487 -5.637 -0.418
C 2.371 -4.872 -0.689
C 0.725 -2.762 -2.255
C -0.428 -2.658 -3.023
C -0.353 -2.540 -4.400
C 0.884 -2.483 -5.020
C 2.041 -2.548 -4.261
C 1.963 -2.684 -2.887
H 0.078 -3.711 2.051
H -1.293 -5.545 3.028
H -2.727 -6.906 1.554
H -2.750 -6.478 -0.869
H -1.303 -4.766 -1.846
H 2.797 -2.444 1.620
H 4.813 -3.786 2.083
H 5.263 -5.828 0.761
H 3.659 -6.548 -0.970
H 1.670 -5.182 -1.453
H -1.392 -2.718 -2.531
H -1.257 -2.517 -4.993
H 0.947 -2.399 -6.095
H 3.006 -2.522 -4.745
H 2.870 -2.782 -2.303
C -4.032 5.276 -0.876
N -2.588 5.232 -0.908
C -2.068 5.135 -2.252
C -2.013 4.239 -0.017
C -0.533 4.481 0.201
C -0.175 5.808 0.424
C 1.141 6.162 0.633
C 2.096 5.163 0.621
C 1.722 3.846 0.410
C 0.392 3.410 0.189
H -4.367 6.118 -1.485
H -4.364 5.440 0.150
H -4.509 4.357 -1.260
H -2.434 5.973 -2.843
H -2.357 4.196 -2.757
H -0.982 5.192 -2.205
H -2.172 3.200 -0.388
H -2.524 4.342 0.950
H -0.947 6.562 0.407
H 1.419 7.191 0.795
H 3.137 5.408 0.777
H 2.522 3.112 0.392
Cl -0.354 -3.419 4.737
C -1.484 -2.180 4.137
Cl -2.008 -1.180 5.551
Cl -2.944 -2.917 3.409
C -0.851 -1.340 3.168
N -0.347 -0.695 2.353
```

Calculated values
LUMO (spin up / spin down), Eh: -0.11658 / -0.07494
Charge: +1
E_HOMO (spin up / spin down), eV: -9.84 / -9.86
Orbital gap (spin up / spin down), Ha: 0.245 / 0.287
Multiplicity: 6

---

[7]
Below is a molecular structure, C24H23FNO2PS6SbTc at a distorted geometry, with properties calculated with ωB97M-V with the def2-TZVPD basis set.

XYZ file:
```
60
C24H23FNO2PS6SbTc, DFT ωB97M-V with the def2-TZVPD basis set
Tc 14.233 10.839 10.009
O 16.883 11.050 7.098
C 16.153 10.467 7.844
O 15.748 11.181 8.984
C 15.622 9.085 7.755
P 14.880 8.474 9.270
C 16.174 7.723 10.330
C 17.211 8.469 10.962
C 18.173 7.799 11.692
C 18.128 6.393 11.784
C 17.137 5.649 11.159
C 16.205 6.316 10.364
C 13.678 7.181 8.856
C 13.721 6.497 7.624
C 12.870 5.416 7.407
C 11.899 5.102 8.391
C 11.824 5.839 9.533
C 12.723 6.861 9.792
H 16.303 8.421 7.231
H 14.807 9.228 7.033
H 17.263 9.562 10.961
H 18.957 8.395 12.219
H 18.873 5.882 12.419
H 17.102 4.565 11.143
H 15.474 5.757 9.833
H 14.399 6.783 6.858
H 12.889 4.836 6.465
H 11.259 4.217 8.274
H 11.146 5.543 10.254
H 12.701 7.407 10.718
S 10.403 13.869 12.038
Sb 10.789 14.991 10.157
S 13.785 12.888 10.710
S 12.277 10.971 9.051
S 13.024 14.166 9.436
S 14.021 9.841 12.078
C 13.560 11.061 13.270
N 12.385 11.638 13.323
C 12.203 12.694 14.355
C 13.446 12.549 15.318
S 14.694 11.568 14.426
H 11.686 11.555 12.613
H 11.222 12.573 14.887
H 12.170 13.664 13.820
H 13.209 12.044 16.222
H 13.772 13.592 15.407
F 6.331 10.707 8.127
C 7.589 10.328 7.872
C 8.258 11.000 6.879
C 9.662 10.775 6.817
C 10.301 9.934 7.723
C 11.768 9.813 7.684
C 9.527 9.177 8.632
C 8.164 9.384 8.669
H 7.709 11.681 6.230
H 10.196 11.137 5.939
H 12.163 10.234 6.755
H 12.191 8.846 7.913
H 10.024 8.444 9.241
H 7.482 8.923 9.383
```

Calculated values
LUMO (spin up / spin down), Eh: -0.30646 / -0.31548
Charge: +2
ΔE to the lowest compared entry with this formula, charge and spin, eV: 0.0000
E_HOMO (spin up / spin down), eV: -13.83 / -13.82
Orbital gap (spin up / spin down), Ha: 0.202 / 0.192